{
  "formula": "C3H6OS",
  "method": "ωB97M-V/def2-TZVPD",
  "charge": -1,
  "multiplicity": 2,
  "orbital_gap_ev": [5.94, 3.28],
  "fmax_ev_per_a": 2.88,
  "homo_ev": [-2.63, -2.01],
  "symbols": ["C", "O", "C", "C", "S", "H", "H", "H", "H", "H", "H"],
  "positions_angstrom": [[-0.15922, -1.37791, -1.34132], [-1.11868, -1.88035, -2.05936], [-0.57437, -0.24073, -0.42564], [0.66634, 0.32868, 0.37806], [0.53779, 1.62654, 1.72546], [0.12388, -2.23407, -0.68886], [0.69141, -1.07531, -1.93638], [-1.31637, -0.72550, 0.22987], [-1.26491, 0.50016, -0.89186], [1.23810, 0.85700, -0.36255], [1.27622, -0.56423, 0.85067]],
  "nbo_charge": [-0.02, -0.90, -0.46, -0.55, -0.05, 0.09, 0.07, 0.19, 0.19, 0.21, 0.22]
}